Record 1
# CH2OS3

2 unconnected molecules or ions with the total composition CH2OS3 in a non-equilibrium geometry (ωB97M-V/def2-TZVPD, the OMol25 dataset).

Geometry (Å):
C1 -0.60769 0.87725 -0.12849
O1 0.12496 -1.71265 -0.73108
S1 1.69832 -0.75346 1.47753
S2 -1.99599 0.34166 0.52883
S3 1.17364 -0.80503 -0.39932
H1 -0.56212 0.78015 -1.21674
H2 0.16888 1.27208 0.46928

Electronic energy ... -35619.840 eV
Energy relative to the best compared isomer or geometry (same formula, charge and spin) ... 1.1960 eV
Gap between HOMO and LUMO ... 6.65 eV
LUMO ... -2.459 eV

***

Record 2
# C49H85Br2N2O4P2S2Si2V

A molecular structure, C49H85Br2N2O4P2S2Si2V (ωB97M-V/def2-TZVPD, the OMol25 dataset).

Geometry (Å):
V1 1.02127 -0.82460 -0.28508
C1 2.42221 -3.36363 2.93261
P1 2.48526 -2.82002 1.18354
C2 4.30055 -2.72520 0.92973
C3 2.17446 -4.41559 0.31684
C4 2.07025 -4.19916 -1.19551
P2 0.59789 -3.15785 -1.54607
C5 -0.69458 -4.44454 -1.35396
C6 0.70717 -2.96719 -3.35819
H1 3.06500 -4.22903 3.11385
H2 1.39573 -3.61003 3.20920
H3 2.75232 -2.53664 3.56447
H4 4.76248 -3.69756 1.12397
H5 4.73500 -1.99001 1.60569
H6 4.50555 -2.41239 -0.09508
H7 1.24072 -4.82731 0.71200
H8 2.97334 -5.11925 0.56989
H9 1.99603 -5.15300 -1.72772
H10 2.94125 -3.65870 -1.57358
H11 -0.57905 -5.22264 -2.11311
H12 -1.68779 -4.00904 -1.41971
H13 -0.60688 -4.89087 -0.36479
H14 0.63143 -3.92808 -3.87472
H15 1.66744 -2.50285 -3.58802
H16 -0.07041 -2.28610 -3.70361
C7 -5.27347 4.26238 0.64115
C8 -4.09608 3.36466 0.90910
C9 -3.75366 2.99533 2.20350
C10 -2.65153 2.18417 2.44102
C11 -1.90346 1.71994 1.37327
C12 -2.22049 2.07965 0.06809
C13 -3.31156 2.90375 -0.14749
S1 -0.46930 0.71320 1.65771
O1 -0.22218 0.76860 3.07975
O2 0.54383 1.23881 0.74743
N1 -0.69972 -0.75253 1.09089
C14 -1.38405 -1.71923 1.79893
C15 -2.39472 -1.43746 2.73803
C16 -3.04053 -2.47970 3.36354
C17 -2.69157 -3.79069 3.05796
C18 -1.69400 -3.97133 2.11913
N2 -1.04974 -2.98270 1.50466
H17 -5.86595 4.41762 1.54269
H18 -5.92488 3.83793 -0.12498
H19 -4.94442 5.24018 0.28294
H20 -4.34557 3.35316 3.03831
H21 -2.36056 1.91689 3.44877
H22 -1.59831 1.73461 -0.75461
H23 -3.55751 3.20952 -1.15739
H24 -2.66708 -0.41804 2.96392
H25 -3.82044 -2.27142 4.08660
H26 -3.17391 -4.63794 3.52560
H27 -1.38501 -4.97635 1.84023
O3 4.57238 -1.14679 -2.54402
C19 3.53428 -0.60564 -2.15925
O4 2.76731 -1.12089 -1.27038
C20 3.15226 0.74984 -2.72173
C21 4.21941 1.51248 -3.20222
C22 4.04343 2.77311 -3.73961
C23 2.75157 3.28370 -3.82116
C24 1.68424 2.53764 -3.36443
C25 1.84021 1.25798 -2.79813
S2 0.34388 0.44625 -2.32582
H28 5.20356 1.06623 -3.14096
H29 4.89205 3.34587 -4.09329
H30 2.57382 4.26783 -4.24100
H31 0.67823 2.93462 -3.42803
C26 2.54129 3.76512 1.95739
C27 4.00667 3.65220 2.41639
C28 4.86312 3.70979 1.14253
C29 4.35123 4.87735 3.27804
Si1 4.34893 2.01515 3.35736
Br1 3.36693 0.41146 2.15124
C30 3.54156 1.91153 5.10528
C31 4.41306 2.61107 6.16089
C32 2.15109 2.56325 5.13300
C33 3.32030 0.45257 5.53882
C34 6.21351 1.53272 3.37463
C35 7.10008 2.67298 3.89550
C36 6.72037 1.14748 1.97303
C37 6.42812 0.29760 4.26372
H32 2.45037 4.66209 1.33410
H33 1.84100 3.86828 2.78077
H34 2.22623 2.91379 1.35455
H35 4.55963 4.58099 0.55252
H36 4.72939 2.82787 0.51239
H37 5.92568 3.82253 1.36585
H38 4.14080 5.78773 2.70516
H39 5.40505 4.90807 3.56433
H40 3.75480 4.92628 4.19000
H41 4.62397 3.65225 5.90496
H42 5.36706 2.10692 6.32096
H43 3.88028 2.61228 7.11883
H44 2.18718 3.63862 4.96453
H45 1.71872 2.40449 6.12825
H46 1.47424 2.11193 4.40514
H47 4.22472 -0.15320 5.51067
H48 2.56995 -0.03076 4.91274
H49 2.94867 0.44951 6.57038
H50 7.08184 3.53433 3.22510
H51 8.13867 2.32583 3.94685
H52 6.81835 3.01515 4.89285
H53 6.76558 1.99474 1.29198
H54 6.10679 0.37741 1.50507
H55 7.73724 0.75029 2.06955
H56 6.21350 0.48633 5.31576
H57 7.47729 -0.01036 4.19280
H58 5.81513 -0.54520 3.93575
C38 -2.65951 0.22457 -5.03661
C39 -4.07999 0.27467 -4.44715
C40 -4.16404 1.58693 -3.65942
C41 -5.09072 0.33600 -5.60210
Si2 -4.41779 -1.20295 -3.26828
Br2 -2.61696 -1.35304 -1.96066
C42 -4.56708 -2.87095 -4.22121
C43 -5.96180 -3.03343 -4.84621
C44 -3.52870 -2.94726 -5.34964
C45 -4.29250 -4.08370 -3.31990
C46 -5.87625 -0.89629 -2.04459
C47 -7.13612 -0.39367 -2.76560
C48 -5.50862 0.12680 -0.95420
C49 -6.22803 -2.19156 -1.29763
H59 -2.50248 1.13350 -5.62901
H60 -2.50167 -0.62337 -5.69967
H61 -1.88506 0.20048 -4.26753
H62 -3.83470 2.41038 -4.30303
H63 -3.50672 1.56267 -2.78971
H64 -5.17690 1.81633 -3.32497
H65 -4.90299 1.24132 -6.19064
H66 -6.12674 0.37835 -5.25898
H67 -4.99595 -0.51297 -6.28047
H68 -6.23373 -2.19669 -5.49307
H69 -6.74325 -3.14354 -4.09388
H70 -5.97418 -3.93989 -5.46250
H71 -3.71687 -2.22885 -6.14671
H72 -3.56803 -3.94813 -5.79467
H73 -2.51328 -2.79069 -4.97893
H74 -4.95370 -4.14797 -2.45860
H75 -3.26681 -4.07619 -2.95615
H76 -4.42691 -4.99671 -3.91209
H77 -6.99160 0.59937 -3.19386
H78 -7.95745 -0.31872 -2.04350
H79 -7.46446 -1.05930 -3.56596
H80 -5.26951 1.11272 -1.34580
H81 -4.65941 -0.20535 -0.35578
H82 -6.36832 0.23700 -0.28249
H83 -6.64258 -2.95934 -1.95037
H84 -6.98477 -1.96562 -0.53775
H85 -5.35965 -2.60735 -0.78166

<S²> ... 3.760
Spin multiplicity ... 4
Electronic energy ... -285149.846 eV
Energy relative to the best compared isomer or geometry (same formula, charge and spin) ... 0.0000 eV
Charge ... -1
Gap between HOMO and LUMO (spin up / spin down) ... 6.02 / 6.39 eV
LUMO (spin up / spin down) ... 2.178 / 2.178 eV

***

Record 3
# C35H43AsBF15GeO7SSeSi2TeTi

A molecular structure, C35H43AsBF15GeO7SSeSi2TeTi in a non-equilibrium geometry (ωB97M-V/def2-TZVPD, the OMol25 dataset).

Geometry (Å):
Ti1 0.39585 1.57761 -0.46019
C1 -4.80982 -3.61415 -1.43461
Si1 -3.01450 -3.59272 -1.94099
C2 -2.02230 -5.05898 -1.28613
C3 -2.94785 -3.88811 -3.79216
C4 -2.13336 -1.99833 -1.28022
Te1 0.04571 -1.58130 -1.34266
C5 0.59352 -1.45608 -3.39196
Si2 2.31231 -2.12247 -3.61652
C6 2.34232 -3.90406 -2.93163
C7 2.71855 -2.13311 -5.46819
C8 3.63594 -1.18341 -2.67749
H1 -5.48526 -4.05049 -2.19634
H2 -5.13085 -2.49675 -1.29941
H3 -4.98192 -4.11082 -0.51367
H4 -2.00114 -5.93641 -1.91230
H5 -2.21362 -5.37575 -0.31809
H6 -0.97977 -4.69875 -1.25218
H7 -3.25367 -4.95440 -3.94509
H8 -2.04445 -3.62051 -4.27978
H9 -3.78001 -3.31978 -4.25768
H10 -2.39407 -1.84410 -0.23247
H11 -2.54343 -1.04985 -1.80798
H12 0.44189 -0.49878 -3.86394
H13 -0.08877 -2.10005 -3.95891
H14 1.62708 -4.46360 -3.52693
H15 2.24050 -4.00286 -1.84069
H16 3.34687 -4.36384 -3.10108
H17 1.99881 -2.68567 -6.06863
H18 3.71351 -2.51078 -5.76446
H19 2.68361 -1.10605 -5.79318
H20 4.61807 -1.43920 -3.12666
H21 3.71293 -1.53426 -1.61950
H22 3.49530 -0.11315 -2.61466
O1 0.87377 3.90848 -3.39728
Se1 1.77492 3.33569 -2.13756
O2 1.73811 1.65899 -2.15211
O3 0.84998 3.38170 -0.70145
O4 3.22013 3.95202 -2.00854
F1 -0.78854 -0.99297 2.20912
C9 -0.17322 -2.18271 2.21749
C10 1.17587 -2.16166 2.35652
C11 1.78626 -3.36783 2.32357
F2 3.16357 -3.40747 2.39019
C12 1.15818 -4.58832 2.25197
F3 1.82240 -5.74786 2.28359
C13 -0.22599 -4.59249 2.15508
F4 -0.91846 -5.72562 2.13640
C14 -0.90889 -3.32787 2.17463
F5 -2.26243 -3.38254 2.16761
Ge1 2.06049 -0.41461 2.70491
S1 2.45283 0.50543 0.71643
C15 1.45019 0.80226 4.03455
C16 0.42210 0.47814 4.93361
F6 -0.28013 -0.64529 4.63738
C17 0.18145 1.25608 6.05980
F7 -0.90627 0.94195 6.82995
C18 1.11233 2.26248 6.38591
F8 1.46535 2.38646 7.75014
C19 2.15841 2.57122 5.45102
F9 2.88670 3.72240 5.63785
C20 2.34392 1.81341 4.32686
F10 3.23433 2.15133 3.41776
C21 3.78635 -1.16213 3.69126
C22 5.08213 -1.32098 3.13105
F11 5.35943 -0.90010 1.93641
C23 6.17983 -1.74538 3.90187
F12 7.40648 -1.77130 3.32534
C24 5.92874 -2.10187 5.20563
F13 6.93094 -2.41433 6.05527
C25 4.66488 -2.05730 5.78472
F14 4.48182 -2.56779 7.03627
C26 3.63580 -1.69353 4.92500
F15 2.38912 -1.88741 5.46548
C27 -4.64342 3.08640 -1.83879
C28 -3.28941 3.23013 -2.48956
C29 -3.03536 4.60770 -3.04803
O5 -2.36090 3.00797 -1.40536
B1 -1.73844 1.78966 -1.55838
O6 -2.31797 1.11262 -2.65512
C30 -2.98423 2.13548 -3.46085
C31 -4.21438 1.52587 -4.11145
C32 -1.97325 2.49234 -4.58107
H23 -4.77616 3.82955 -1.02759
H24 -5.06001 2.09986 -1.47733
H25 -5.43117 3.44162 -2.55240
H26 -3.25639 5.36584 -2.28759
H27 -3.74282 4.76374 -3.83402
H28 -2.02207 4.66425 -3.47347
H29 -4.80571 1.03275 -3.37330
H30 -3.97053 0.83310 -4.92450
H31 -4.72281 2.37633 -4.62327
H32 -1.08452 2.96171 -4.20164
H33 -2.43003 3.15076 -5.20638
H34 -1.60681 1.59096 -5.04508
C33 -1.11985 3.91901 3.79510
As1 -0.46713 3.72473 2.02095
C34 -1.63141 4.88096 1.06292
C35 1.14395 4.68394 2.19168
O7 -0.39455 2.08363 1.42907
H35 -1.23230 4.94021 4.06486
H36 -0.36730 3.48479 4.47636
H37 -2.10500 3.40753 3.91339
H38 -2.66154 4.60210 1.24176
H39 -1.44479 4.78196 0.06200
H40 -1.42992 5.91548 1.41765
H41 1.62855 5.00551 1.23095
H42 1.78916 4.13418 2.87130
H43 0.94771 5.59963 2.69986

<S²> ... 2.016
Spin multiplicity ... 3
Electronic energy ... -332464.108 eV
Energy relative to the best compared isomer or geometry (same formula, charge and spin) ... 0.0000 eV
Charge ... -2
Gap between HOMO and LUMO (spin up / spin down) ... 4.03 / 6.50 eV
LUMO (spin up / spin down) ... 3.539 / 3.539 eV

***

Record 4
# C2H2N2O2

C2H2N2O2 in the gas phase in a non-equilibrium geometry (ωB97M-V/def2-TZVPD, the OMol25 dataset).

Geometry (Å):
C1 -0.90705 -0.70694 0.31867
N1 -0.87187 0.18244 1.24727
O1 0.34506 1.03503 0.87376
C2 0.93073 0.79559 -0.44069
N2 0.60179 -0.07450 -1.27536
O2 -0.31032 -1.09896 -0.84710
H1 -1.75164 -1.48368 0.43876
H2 1.96330 1.35100 -0.31532

Electronic energy ... -9176.101 eV
Energy relative to the best compared isomer or geometry (same formula, charge and spin) ... 5.6854 eV
Gap between HOMO and LUMO ... 10.30 eV
LUMO ... 0.358 eV
Structure (SMILES) ... C1=NOC=NO1

***

Record 5
# C4H11BrN3

A gas-phase ion, C4H11BrN3 (charge +1) (ωB97M-V/def2-TZVPD, the OMol25 dataset).

Geometry (Å):
C1 2.49853 -0.45153 -0.51515
C2 1.56670 0.57066 0.11613
C3 0.50441 -0.05524 1.01410
N1 -0.58239 -0.70244 0.25145
C4 -1.61833 -0.08022 -0.26076
N2 -2.56614 -0.72450 -0.93979
N3 -1.74846 1.29408 -0.18397
Br1 -2.98212 1.82690 1.11744
H1 2.93110 -1.10857 0.24070
H2 1.98487 -1.07595 -1.24852
H3 3.31787 0.04196 -1.03314
H4 1.07537 1.14472 -0.67821
H5 2.12914 1.28568 0.71739
H6 0.05122 0.66185 1.69937
H7 0.94285 -0.84198 1.62496
H8 -0.49196 -1.69259 0.06779
H9 -2.76753 -1.69568 -0.74702
H10 -3.37451 -0.17548 -1.19997
H11 -0.87062 1.77832 -0.04280

Electronic energy ... -78832.587 eV
Energy relative to the best compared isomer or geometry (same formula, charge and spin) ... 0.2544 eV
Charge ... +1
Gap between HOMO and LUMO ... 9.78 eV
LUMO ... -4.483 eV
Structure (SMILES) ... CCCN/C(N)=[NH+]/Br